(1)
Here is an isolated ion of composition C5H13N2 and charge +1 at a distorted geometry from the Open Molecules 2025 dataset. Energies are from ωB97M-V/def2-TZVPD.

Bonds (Å) are listed after each position.
Positions of all 20 atoms, in Å:
1 H -0.66 -0.51 -1.64  C6 1.078
2 H 2.59 0.33 0.82  C11 1.096
3 C -2.45 -2.25 -1.72  H7 1.103, H15 1.088, N17 1.441, H18 1.066
4 H -0.16 1.81 0.78  C14 1.080
5 H 3.43 2.38 1.38  N12 1.035
6 C -0.82 -0.84 -0.63  H1 1.078, C8 1.362, N17 1.365
7 H -2.87 -3.27 -1.71  C3 1.103
8 C -0.15 -0.25 0.40  C6 1.362, H10 1.087, C14 1.548
9 H 1.87 3.12 1.59  N12 1.022
10 H -0.33 -0.60 1.41  C8 1.087
11 C 1.86 1.09 1.08  H2 1.096, N12 1.517, C14 1.569, H16 1.099
12 N 2.46 2.48 1.04  H5 1.035, H9 1.022, C11 1.517, H13 1.066
13 H 2.37 2.86 0.05  N12 1.066
14 C 0.52 1.14 0.27  H4 1.080, C8 1.548, C11 1.569, H19 1.102
15 H -1.84 -2.33 -2.62  C3 1.088
16 H 1.56 0.83 2.11  C11 1.099
17 N -1.75 -1.84 -0.54  C3 1.441, C6 1.365, H20 1.007
18 H -3.31 -1.63 -1.84  C3 1.066
19 H 0.82 1.23 -0.79  C14 1.102
20 H -1.99 -2.08 0.41  N17 1.007

Output
Highest occupied orbital energy (eV): -10.81
Net charge: +1
HOMO-LUMO gap (eV): 7.186
E_LUMO (Eh): -0.1331
F_max (Eh/bohr): 0.074
Relative energy (zero: lowest compared OMol25 entry of this formula, charge and spin) (kJ/mol): 253.3

These are the natural (NBO) partial charges, in e, on atoms 1 to 4: H 0.190; H 0.242; C -0.423; H 0.224



(2)
Here is an isolated ion of composition C5H13N2 and charge +1 at a distorted geometry from the Open Molecules 2025 dataset. Energies are from ωB97M-V/def2-TZVPD.

Bonds (Å) are listed after each position.
Positions of all 20 atoms, in Å:
1 H 1.22 -0.91 -3.37  C11 1.090
2 H 1.43 0.58 -1.53  C19 1.080
3 N 1.11 0.59 1.04  C6 1.485, H7 1.027, H9 1.022, H20 1.025
4 H 0.32 -1.75 -0.90  C15 1.100
5 H -1.12 -1.00 -1.04  C15 1.096
6 C 0.01 -0.33 0.67  N3 1.485, C13 1.324, C15 1.497
7 H 0.82 1.20 1.82  N3 1.027
8 H -0.21 1.16 -1.67  C19 1.097
9 H 1.26 1.23 0.25  N3 1.022
10 H -1.34 1.33 2.73  N12 1.017
11 C 0.42 -0.18 -3.23  H1 1.090, H14 1.086, H16 1.087, C19 1.525
12 N -0.97 0.38 2.76  H10 1.017, C13 1.436, H17 1.016
13 C -1.05 -0.24 1.47  C6 1.324, N12 1.436, H18 1.085
14 H 0.62 0.65 -3.91  C11 1.086
15 C -0.09 -0.74 -0.76  H4 1.100, H5 1.096, C6 1.497, C19 1.523
16 H -0.53 -0.66 -3.45  C11 1.087
17 H -1.62 -0.15 3.32  N12 1.016
18 H -2.04 -0.49 1.10  C13 1.085
19 C 0.42 0.27 -1.78  H2 1.080, H8 1.097, C11 1.525, C15 1.523
20 H 1.98 0.19 1.38  N3 1.025

Output
Highest occupied orbital energy (eV): -14.13
Net charge: +1
HOMO-LUMO gap (eV): 10.625
E_LUMO (Eh): -0.1288
F_max (Eh/bohr): 0.036
Relative energy (zero: lowest compared OMol25 entry of this formula, charge and spin) (kJ/mol): 207.9

These are the natural (NBO) partial charges, in e, on atoms 1 to 4: H 0.218; H 0.175; N -0.695; H 0.240



(3)
Here is an isolated ion of composition C5H13N2 and charge +1 at a distorted geometry from the Open Molecules 2025 dataset. Energies are from ωB97M-V/def2-TZVPD.

Bonds (Å) are listed after each position.
Positions of all 20 atoms, in Å:
1 H 1.45 0.53 1.28  C6 1.112
2 C -0.54 -2.19 0.43  H4 1.140, H5 1.095, C14 1.574, N17 1.469
3 H 1.46 0.36 -1.43  N10 1.052
4 H -0.76 -1.95 1.52  C2 1.140
5 H -0.07 -3.18 0.43  C2 1.095
6 C 0.56 0.12 0.77  H1 1.112, C12 1.556, C14 1.488, H18 1.151
7 H 2.15 1.79 -1.00  N10 0.962
8 C -0.18 2.66 0.28  H9 1.125, C12 1.510, H13 1.116, H15 1.116
9 H 0.71 3.28 0.59  C8 1.125
10 N 1.32 1.39 -1.26  H3 1.052, H7 0.962, C12 1.458
11 H 1.47 -1.74 -0.25  C14 1.089
12 C 0.34 1.32 -0.19  C6 1.556, C8 1.510, N10 1.458, H19 1.123
13 H -0.81 3.26 -0.42  C8 1.116
14 C 0.58 -1.16 0.01  C2 1.574, C6 1.488, H11 1.089
15 H -0.59 2.52 1.31  C8 1.116
16 H -2.05 -2.92 -0.90  N17 1.026
17 N -1.89 -2.25 -0.15  C2 1.469, H16 1.026, H20 1.109
18 H -0.31 0.11 1.52  C6 1.151
19 H -0.54 0.92 -0.77  C12 1.123
20 H -2.68 -1.52 0.11  N17 1.109

Output
Highest occupied orbital energy (eV): -13.63
Net charge: +1
HOMO-LUMO gap (eV): 5.946
E_LUMO (Eh): -0.2823
F_max (Eh/bohr): 0.109
Relative energy (zero: lowest compared OMol25 entry of this formula, charge and spin) (kJ/mol): 626.2

These are the natural (NBO) partial charges, in e, on atoms 1 to 4: H 0.311; C -0.328; H 0.329; H 0.261



(4)
Here is an isolated ion of composition C5H13N2 and charge +1 at a distorted geometry from the Open Molecules 2025 dataset. Energies are from ωB97M-V/def2-TZVPD.

Bonds (Å) are listed after each position.
Positions of all 20 atoms, in Å:
1 H 0.21 -0.73 1.63  C16 1.085
2 C -0.27 1.55 -0.16  H7 1.088, H9 1.085, C19 1.434
3 H -2.92 1.11 -0.65  C15 1.106
4 H -2.63 1.06 1.12  C15 1.076
5 N -1.71 -0.44 0.02  H13 1.005, C15 1.489, C19 1.410
6 H -0.17 -0.20 -1.23  C19 1.120
7 H -0.68 2.08 0.70  C2 1.088
8 H 0.62 -1.77 0.22  C16 1.089
9 H -0.18 2.05 -1.12  C2 1.085
10 C 2.03 -0.23 0.41  H12 1.093, C16 1.530, H18 1.094, N20 1.471
11 H -3.76 -0.14 0.31  C15 1.083
12 H 1.99 0.86 0.43  C10 1.093
13 H -2.03 -1.34 -0.31  N5 1.005
14 H 2.56 -0.08 -1.56  N20 1.014
15 C -2.87 0.47 0.25  H3 1.106, H4 1.076, N5 1.489, H11 1.083
16 C 0.61 -0.76 0.62  H1 1.085, H8 1.089, C10 1.530, C19 1.604
17 H 3.57 -1.03 -0.70  N20 1.011
18 H 2.69 -0.54 1.22  C10 1.094
19 C -0.44 0.13 -0.20  C2 1.434, N5 1.410, H6 1.120, C16 1.604
20 N 2.60 -0.78 -0.83  C10 1.471, H14 1.014, H17 1.011

Output
Highest occupied orbital energy (eV): -13.23
Net charge: +1
HOMO-LUMO gap (eV): 5.731
E_LUMO (Eh): -0.2756
F_max (Eh/bohr): 0.079
Relative energy (zero: lowest compared OMol25 entry of this formula, charge and spin) (kJ/mol): 590.5

These are the natural (NBO) partial charges, in e, on atoms 1 to 4: H 0.238; C 0.056; H 0.204; H 0.205



(5)
Here is an isolated ion of composition C5H13N2 and charge +1 at a distorted geometry from the Open Molecules 2025 dataset. Energies are from ωB97M-V/def2-TZVPD.

Bonds (Å) are listed after each position.
Positions of all 20 atoms, in Å:
1 H -2.30 -1.31 0.20  C18 1.074
2 H 1.29 -0.57 0.61  C7 1.098
3 H -0.67 -1.62 -1.49  C5 1.078
4 H -0.12 0.25 2.00  C6 1.081
5 C -0.22 -1.36 -0.54  H3 1.078, C7 1.539, H10 1.094, C18 1.553
6 C -1.00 -0.31 1.74  H4 1.081, H9 1.097, C18 1.577, H20 1.119
7 C 1.19 -0.76 -0.47  H2 1.098, C5 1.539, H12 1.102, N17 1.472
8 C 1.02 1.67 -1.18  N13 1.319, H16 1.076, N17 1.315
9 H -1.88 0.17 2.19  C6 1.097
10 H -0.03 -2.34 -0.08  C5 1.094
11 H 2.05 0.29 -2.09  N17 1.006
12 H 1.89 -1.58 -0.71  C7 1.102
13 N 0.25 2.02 -0.17  C8 1.319, H14 1.004, H19 1.041
14 H -0.27 2.87 -0.07  N13 1.004
15 H -1.65 0.22 -0.13  C18 1.073
16 H 1.30 2.49 -1.82  C8 1.076
17 N 1.50 0.44 -1.26  C7 1.472, C8 1.315, H11 1.006
18 C -1.39 -0.75 0.27  H1 1.074, C5 1.553, C6 1.577, H15 1.073
19 H -0.02 1.37 0.60  N13 1.041
20 H -0.92 -1.21 2.40  C6 1.119

Output
Highest occupied orbital energy (eV): -14.81
Net charge: +1
HOMO-LUMO gap (eV): 11.336
E_LUMO (Eh): -0.1277
F_max (Eh/bohr): 0.065
Relative energy (zero: lowest compared OMol25 entry of this formula, charge and spin) (kJ/mol): 140.2

These are the natural (NBO) partial charges, in e, on atoms 1 to 4: H 0.246; H 0.224; H 0.235; H 0.194



(6)
Here is an isolated ion of composition C5H13N2 and charge +1 at a distorted geometry from the Open Molecules 2025 dataset. Energies are from ωB97M-V/def2-TZVPD.

Bonds (Å) are listed after each position.
Positions of all 20 atoms, in Å:
1 C -0.93 0.04 0.36  H6 1.062, H11 1.082, C12 1.548, C18 1.511
2 H 1.43 0.91 0.04  N9 1.027
3 H -0.33 2.79 -0.35  C16 1.087
4 C 0.59 -0.92 2.06  H10 1.080, C18 1.334, H19 1.082
5 H 1.28 -0.37 -0.95  N9 1.042
6 H -1.92 -0.32 0.20  C1 1.062
7 H 1.50 1.35 -1.51  N9 1.019
8 H 1.20 -2.53 0.24  N14 1.012
9 N 1.08 0.66 -0.89  H2 1.027, H5 1.042, H7 1.019, C12 1.516
10 H 0.18 -0.29 2.84  C4 1.080
11 H -1.07 0.78 1.14  C1 1.082
12 C -0.43 0.74 -0.92  C1 1.548, N9 1.516, C16 1.527, H20 1.086
13 H -0.31 -2.52 -0.50  N14 1.011
14 N 0.43 -1.96 -0.10  H8 1.012, H13 1.011, C18 1.420
15 H -2.00 2.11 -0.61  C16 1.086
16 C -0.97 2.17 -0.97  H3 1.087, C12 1.527, H15 1.086, H17 1.089
17 H -1.05 2.50 -2.01  C16 1.089
18 C -0.01 -1.04 0.88  C1 1.511, C4 1.334, N14 1.420
19 H 1.54 -1.41 2.27  C4 1.082
20 H -0.71 0.10 -1.76  C12 1.086

Output
Highest occupied orbital energy (eV): -12.92
Net charge: +1
HOMO-LUMO gap (eV): 9.810
E_LUMO (Eh): -0.1143
F_max (Eh/bohr): 0.026
Relative energy (zero: lowest compared OMol25 entry of this formula, charge and spin) (kJ/mol): 149.6

These are the natural (NBO) partial charges, in e, on atoms 1 to 4: C -0.468; H 0.435; H 0.223; C -0.446



(7)
Here is an isolated ion of composition C5H13N2 and charge +1 at a distorted geometry from the Open Molecules 2025 dataset. Energies are from ωB97M-V/def2-TZVPD.

Bonds (Å) are listed after each position.
Positions of all 20 atoms, in Å:
1 H -0.19 -0.95 1.72  N9 1.019
2 H -1.77 -2.20 -1.59  C3 1.083
3 C -1.64 -1.30 -0.99  H2 1.083, C7 1.341, H11 1.081
4 H 0.52 -1.56 0.35  N9 1.019
5 C 0.80 1.45 1.69  H13 1.087, C15 1.481, H17 1.098, H20 1.110
6 H 1.46 -1.10 1.65  N9 1.014
7 C -0.69 -0.41 -1.27  C3 1.341, C14 1.495, N18 1.386
8 H 0.58 0.28 -2.77  N18 1.013
9 N 0.63 -0.89 1.11  H1 1.019, H4 1.019, H6 1.014, C15 1.512
10 H -0.19 1.67 -0.95  C14 1.093
11 H -2.42 -1.17 -0.25  C3 1.081
12 H -0.09 -1.25 -3.02  N18 1.015
13 H 0.51 2.49 1.60  C5 1.087
14 C -0.45 0.77 -0.38  C7 1.495, H10 1.093, C15 1.554, H16 1.089
15 C 0.77 0.51 0.55  C5 1.481, N9 1.512, C14 1.554, H19 1.088
16 H -1.35 1.04 0.17  C14 1.089
17 H 1.67 1.43 2.35  C5 1.098
18 N 0.18 -0.54 -2.34  C7 1.386, H8 1.013, H12 1.015
19 H 1.61 0.52 -0.14  C15 1.088
20 H 0.07 1.19 2.49  C5 1.110

Output
Highest occupied orbital energy (eV): -12.33
Net charge: +1
HOMO-LUMO gap (eV): 9.133
E_LUMO (Eh): -0.1176
F_max (Eh/bohr): 0.060
Relative energy (zero: lowest compared OMol25 entry of this formula, charge and spin) (kJ/mol): 147.8

These are the natural (NBO) partial charges, in e, on atoms 1 to 4: H 0.441; H 0.218; C -0.535; H 0.464



(8)
Here is an isolated ion of composition C5H13N2 and charge +2 at a distorted geometry from the Open Molecules 2025 dataset. Energies are from ωB97M-V/def2-TZVPD.

Bonds (Å) are listed after each position.
Positions of all 20 atoms, in Å:
1 N -0.74 0.51 2.14  C9 1.513, H10 1.063, H18 1.020
2 H -1.72 -1.10 -0.81  N3 1.033
3 N -0.91 -0.95 -0.19  H2 1.033, C11 1.764, H14 1.015, C16 1.426
4 H -0.03 2.26 1.14  C9 1.086
5 H 0.47 -2.58 -0.48  C16 1.107
6 H -1.57 0.93 -0.52  C11 1.118
7 H 1.11 0.99 1.24  C9 1.064
8 H 0.25 1.03 -2.36  C19 1.164
9 C 0.08 1.19 1.07  N1 1.513, H4 1.086, H7 1.064, C11 1.579
10 H -0.18 0.80 3.00  N1 1.063
11 C -0.48 0.76 -0.34  N3 1.764, H6 1.118, C9 1.579, C19 1.487
12 H 0.85 -1.54 0.73  C16 1.136
13 C 1.14 -0.79 -1.41  C16 1.493, H17 1.102, C19 1.657, H20 1.126
14 H -1.14 -1.11 0.78  N3 1.015
15 H 1.51 1.38 -1.16  C19 1.042
16 C 0.40 -1.49 -0.31  N3 1.426, H5 1.107, H12 1.136, C13 1.493
17 H 2.24 -0.90 -1.39  C13 1.102
18 H -1.57 1.07 2.33  N1 1.020
19 C 0.66 0.79 -1.30  H8 1.164, C11 1.487, C13 1.657, H15 1.042
20 H 0.56 -0.97 -2.35  C13 1.126

Output
Highest occupied orbital energy (alpha / beta) (eV): -19.66 / -19.64
Net charge: +2
2S+1: 2
Expectation value of S²: 0.755
HOMO-LUMO gap (alpha / beta) (eV): 11.955 / 5.075
E_LUMO (alpha / beta) (Eh): -0.2832 / -0.5353
F_max (Eh/bohr): 0.136
Relative energy (zero: lowest compared OMol25 entry of this formula, charge and spin) (kJ/mol): 500.0

These are the natural (NBO) partial charges, in e, on atoms 1 to 4: N -0.289; H 0.465; N -0.540; H 0.353